Record 1
{
  "formula": "C9H15O4P",
  "method": "ωB97M-V with the def2-TZVPD basis set",
  "symbols": ["C", "C", "C", "C", "C", "C", "C", "C", "C", "O", "O", "O", "O", "P", "H", "H", "H", "H", "H", "H", "H", "H", "H", "H", "H", "H", "H", "H", "H"],
  "xyz": [[-0.60, 1.07, -0.16], [-1.52, -1.88, -0.93], [-0.34, -2.69, -0.39], [-1.15, -0.75, -1.86], [0.45, -1.81, 0.65], [-0.12, 0.16, -1.25], [1.31, -0.81, -0.16], [0.34, 2.93, 2.04], [-0.43, 3.22, 0.77], [-1.39, 0.74, 0.67], [3.17, -2.68, -1.02], [2.16, 0.10, 0.55], [0.04, 2.27, -0.24], [2.71, -1.33, -1.31], [-2.21, -2.59, -1.50], [-2.13, -1.74, -0.01], [-0.84, -3.62, -0.11], [0.21, -3.02, -1.31], [-0.80, -1.16, -2.91], [-2.03, -0.26, -1.92], [-0.18, -1.19, 1.32], [1.23, -2.52, 1.18], [0.37, 0.80, -1.86], [0.15, 1.97, 2.53], [1.51, 3.06, 2.12], [0.12, 3.75, 2.74], [-0.20, 4.30, 0.38], [-1.55, 2.94, 0.99], [1.73, 0.74, 1.01]],
  "molar_mass_g_mol": 218.19,
  "s_squared": 2.0094,
  "homo_energy_ha": [-0.249, -0.352],
  "multiplicity": 3,
  "charge": 0,
  "energy_ha": -994.0545
}

Record 2
{
  "formula": "C9H16",
  "method": "ωB97M-V with the def2-TZVPD basis set",
  "symbols": ["C", "C", "C", "C", "C", "C", "C", "C", "C", "H", "H", "H", "H", "H", "H", "H", "H", "H", "H", "H", "H", "H", "H", "H", "H"],
  "xyz": [[0.33, 1.08, -0.47], [-1.04, 0.71, 0.01], [1.64, 1.22, -0.20], [2.56, 1.86, -1.17], [2.17, 0.85, 1.15], [-2.80, -0.91, -0.75], [-1.59, -0.72, 1.59], [-0.47, -1.81, -0.33], [-1.41, -0.72, 0.05], [-0.03, 1.34, -1.44], [2.67, 2.88, -0.76], [2.13, 2.10, -2.19], [3.53, 1.42, -1.36], [2.66, 1.53, 1.81], [2.99, 0.08, 0.96], [1.38, 0.34, 1.71], [-3.33, -1.66, -0.24], [-3.37, -0.01, -0.71], [-2.70, -0.99, -1.87], [-0.61, -0.32, 1.83], [-1.70, -1.79, 1.74], [-2.41, 0.01, 1.87], [-0.34, -1.83, -1.36], [-0.82, -2.89, -0.09], [0.56, -1.76, 0.20]],
  "molar_mass_g_mol": 124.23,
  "homo_energy_ha": -0.279,
  "multiplicity": 1,
  "charge": 0,
  "energy_ha": -352.3238
}

Record 3
{
  "formula": "C9H16AlCl4F3IKO8S",
  "method": "ωB97M-V with the def2-TZVPD basis set",
  "symbols": ["O", "C", "Cl", "C", "C", "C", "I", "H", "H", "H", "H", "H", "H", "H", "Al", "C", "O", "C", "O", "O", "C", "H", "H", "H", "H", "H", "H", "C", "F", "F", "F", "S", "O", "O", "O", "O", "H", "K", "C", "Cl", "Cl", "H", "H", "Cl"],
  "xyz": [[5.58, -5.55, 1.12], [5.15, -4.17, 1.41], [4.65, -4.05, 3.22], [3.76, -3.77, 0.60], [2.61, -4.93, 0.64], [1.09, -4.37, 0.97], [0.04, -6.08, 1.95], [5.20, -5.90, 0.26], [4.08, -3.64, -0.54], [3.39, -2.74, 1.05], [2.62, -5.48, -0.41], [2.92, -5.73, 1.46], [1.07, -3.44, 1.69], [0.51, -4.15, -0.05], [-1.06, -2.98, 0.45], [-1.34, 2.68, 1.02], [-1.72, 1.67, 0.09], [-2.76, 2.01, -0.71], [-3.36, 3.07, -0.69], [-3.02, 0.97, -1.54], [-4.09, 1.19, -2.45], [-0.50, 2.29, 1.61], [-1.01, 3.58, 0.50], [-2.17, 2.90, 1.71], [-3.87, 2.03, -3.11], [-5.03, 1.35, -1.90], [-4.21, 0.29, -3.06], [-0.69, 3.55, -3.38], [-1.09, 2.25, -3.24], [-1.09, 3.93, -4.64], [-1.47, 4.27, -2.51], [1.14, 3.79, -3.10], [1.80, 2.95, -4.11], [1.38, 3.34, -1.72], [1.38, 5.23, -3.28], [-5.89, 3.91, 1.32], [-5.17, 3.49, 0.88], [0.51, 4.27, 0.04], [0.51, 0.40, 4.07], [0.66, 2.16, 3.92], [0.41, -0.36, 2.48], [1.38, 0.02, 4.60], [-0.40, 0.17, 4.64], [-1.89, -0.42, -1.30]],
  "molar_mass_g_mol": 676.08,
  "homo_energy_ha": -0.225,
  "multiplicity": 1,
  "charge": 0,
  "energy_ha": -4632.4964
}

Record 4
{
  "formula": "C9H16Cl8N2OP",
  "method": "ωB97M-V with the def2-TZVPD basis set",
  "symbols": ["N", "P", "O", "C", "C", "C", "C", "N", "C", "H", "H", "H", "H", "H", "H", "H", "H", "C", "Cl", "Cl", "H", "H", "C", "Cl", "Cl", "H", "H", "C", "Cl", "Cl", "H", "H", "C", "Cl", "Cl", "H", "H"],
  "xyz": [[5.27, -1.83, 0.49], [4.71, -2.72, -0.97], [4.97, -4.42, -0.73], [2.84, -2.44, -0.98], [1.89, -3.31, -0.10], [0.36, -2.95, -0.16], [-0.08, -1.77, -1.08], [0.88, -1.01, -1.88], [2.30, -1.29, -1.88], [4.90, -0.87, 0.32], [4.66, -2.19, 1.25], [5.90, -4.61, -1.02], [2.31, -4.16, 0.57], [-0.37, -3.54, 0.50], [-1.22, -1.46, -1.13], [0.57, -0.23, -2.48], [3.00, -0.62, -2.51], [-2.06, 1.94, -0.74], [-1.34, 0.33, -0.94], [-3.62, 2.05, -1.57], [-2.21, 2.13, 0.32], [-1.38, 2.68, -1.16], [-1.52, 5.62, 0.25], [-3.03, 4.75, 0.53], [-0.11, 4.57, 0.52], [-1.50, 5.97, -0.78], [-1.46, 6.46, 0.93], [1.45, -6.71, 1.84], [2.88, -5.67, 1.89], [0.04, -5.90, 2.53], [1.24, -6.97, 0.81], [1.66, -7.61, 2.42], [-6.52, 7.22, 1.00], [-6.11, 5.76, 0.09], [-5.12, 7.84, 1.89], [-6.86, 7.98, 0.30], [-7.31, 6.98, 1.71]],
  "molar_mass_g_mol": 482.84,
  "homo_energy_ha": -0.437,
  "multiplicity": 1,
  "charge": 1,
  "energy_ha": -4559.7702
}

Record 5
{
  "formula": "C9H16InO4",
  "method": "ωB97M-V with the def2-TZVPD basis set",
  "symbols": ["C", "C", "C", "C", "C", "C", "O", "C", "C", "O", "C", "O", "O", "H", "H", "H", "H", "H", "H", "H", "H", "H", "H", "H", "H", "H", "H", "H", "H", "In"],
  "xyz": [[0.31, -1.30, 1.77], [-0.70, -0.39, 1.13], [-2.03, -0.32, 2.05], [-1.13, -0.71, -0.28], [-1.50, -2.16, -0.58], [0.12, -0.16, -1.28], [0.12, 1.18, -1.43], [1.14, 1.99, -1.11], [2.58, 1.81, -1.83], [3.34, 2.58, -0.98], [2.63, 2.99, 0.12], [2.84, 3.88, 0.83], [1.49, 2.13, 0.20], [1.30, -1.21, 1.30], [0.01, -2.34, 1.81], [0.45, -1.00, 2.81], [-0.27, 0.61, 1.14], [-2.79, 0.26, 1.54], [-2.37, -1.32, 2.27], [-1.71, 0.21, 2.94], [-2.00, -0.11, -0.54], [-1.25, -2.41, -1.61], [-2.61, -2.33, -0.52], [-0.99, -2.88, 0.04], [1.03, -0.57, -0.84], [-0.18, -0.57, -2.24], [0.86, 2.99, -1.49], [2.62, 2.07, -2.88], [2.89, 0.77, -1.62], [-4.21, -3.67, -0.74]],
  "molar_mass_g_mol": 303.04,
  "homo_energy_ha": -0.776,
  "multiplicity": 1,
  "charge": 3,
  "energy_ha": -842.2230
}

Record 6
{
  "formula": "C9H16N2",
  "method": "ωB97M-V with the def2-TZVPD basis set",
  "symbols": ["C", "C", "C", "C", "C", "C", "C", "C", "C", "N", "N", "H", "H", "H", "H", "H", "H", "H", "H", "H", "H", "H", "H", "H", "H", "H", "H"],
  "xyz": [[1.01, 2.17, 1.00], [1.60, 2.27, -0.23], [0.23, 1.08, 1.34], [0.73, 0.18, -0.83], [1.39, 1.35, -1.23], [0.02, 0.06, 0.39], [-0.26, -2.31, 0.36], [-2.02, -1.04, -0.44], [-1.57, -1.06, 1.98], [2.06, 1.48, -2.59], [-0.98, -1.01, 0.61], [1.12, 3.00, 1.77], [2.20, 3.21, -0.42], [-0.12, 0.97, 2.40], [0.61, -0.60, -1.63], [-0.84, -3.07, 0.95], [0.74, -2.27, 0.87], [-0.15, -2.67, -0.72], [-1.61, -1.29, -1.35], [-2.77, -1.77, -0.12], [-2.61, -0.15, -0.43], [-0.92, -1.03, 2.82], [-2.19, -1.91, 2.15], [-2.23, -0.21, 2.08], [1.85, 2.40, -2.91], [1.72, 0.83, -3.26], [3.00, 1.37, -2.58]],
  "molar_mass_g_mol": 152.24,
  "homo_energy_ha": -0.646,
  "smiles": "C[N+](C)(C)c1cccc([NH3+])c1",
  "multiplicity": 1,
  "charge": 2,
  "energy_ha": -461.3845
}

Record 7
{
  "formula": "C9H16N2O2",
  "method": "ωB97M-V with the def2-TZVPD basis set",
  "symbols": ["C", "C", "C", "C", "C", "C", "C", "C", "C", "H", "H", "H", "H", "H", "H", "H", "H", "H", "H", "H", "H", "H", "H", "H", "H", "N", "N", "O", "O"],
  "xyz": [[0.77, 1.01, 1.74], [1.60, 2.00, 2.62], [-0.85, 1.38, 1.63], [0.80, -0.39, 2.46], [1.15, 1.15, 0.32], [-1.75, -0.32, -1.86], [-0.70, -0.15, -2.90], [-0.21, -1.14, -3.58], [-1.16, -2.83, -1.96], [2.14, 3.01, 1.81], [1.18, 2.54, 3.60], [2.50, 1.27, 3.00], [-1.29, 0.62, 0.90], [-1.38, 1.33, 2.65], [-1.04, 2.45, 1.26], [0.50, -1.29, 1.62], [0.18, -0.53, 3.35], [1.78, -0.87, 2.86], [2.32, 1.47, 0.17], [0.84, 0.06, -0.12], [0.35, 1.89, -0.49], [-2.21, -1.79, -0.54], [-0.28, 0.94, -3.09], [0.41, -0.98, -4.40], [0.18, -3.05, -3.61], [-2.00, -1.78, -1.61], [-0.66, -2.48, -3.27], [-2.13, 0.49, -1.01], [-1.04, -4.04, -1.55]],
  "molar_mass_g_mol": 184.24,
  "homo_energy_ha": -0.366,
  "multiplicity": 1,
  "charge": 0,
  "energy_ha": -612.3448
}

Let's list F_max in order: 4.426; 3.642; 7.962; 5.057; 2.583; 4.062; 5.850 eV/A.